DFT (ωB97M-V with the def2-TZVPD basis set) results for 20 unconnected molecules or ions with the total composition C40H120O40.

Structure (ORCA input):
```
! RIJCOSX wB97M-V def2-TZVPD def2/J DEFGRID3
* xyz 0 1
C 2.153 0.860 6.870
C 3.320 1.945 7.021
O 4.311 1.490 7.995
O 1.069 1.485 6.125
H 1.852 0.565 7.875
H 2.616 0.001 6.385
H 2.890 2.885 7.366
H 3.815 2.135 6.069
H 5.134 1.725 7.560
H 0.604 1.926 6.839
C 1.738 -5.113 -0.207
C 1.987 -3.635 0.254
O 2.897 -2.956 -0.596
O 0.680 -5.595 0.598
H 2.656 -5.689 -0.090
H 1.331 -5.019 -1.213
H 2.305 -3.647 1.296
H 1.054 -3.079 0.342
H 3.305 -2.264 -0.071
H 0.687 -6.555 0.580
C -3.821 -3.088 -5.831
C -5.202 -3.590 -6.257
O -6.159 -2.745 -5.783
O -3.585 -3.107 -4.373
H -3.635 -2.042 -6.073
H -3.053 -3.703 -6.300
H -5.311 -4.589 -5.833
H -5.300 -3.672 -7.339
H -6.108 -2.884 -4.834
H -2.743 -2.679 -4.198
C -0.322 0.538 -0.983
C -0.336 0.042 0.410
O 1.022 -0.268 0.846
O -1.456 1.293 -1.335
H -0.071 -0.250 -1.693
H 0.539 1.203 -1.053
H -0.980 -0.805 0.644
H -0.742 0.889 0.963
H 0.974 -0.507 1.774
H -1.410 2.101 -0.820
C -2.627 -4.275 -0.469
C -2.978 -4.551 1.056
O -3.589 -3.376 1.725
O -3.744 -4.213 -1.255
H -2.045 -5.133 -0.805
H -2.017 -3.383 -0.611
H -2.062 -4.977 1.466
H -3.623 -5.429 1.081
H -3.934 -3.679 2.569
H -4.164 -3.354 -1.169
C 4.710 -0.502 4.105
C 5.966 -0.205 3.304
O 6.417 1.015 3.772
O 3.564 0.338 3.751
H 4.642 -0.419 5.190
H 4.391 -1.542 4.033
H 5.670 -0.189 2.255
H 6.798 -0.903 3.400
H 5.629 1.563 3.752
H 2.728 -0.014 4.065
C -1.757 3.374 2.404
C -1.331 4.234 1.135
O -0.720 3.434 0.098
O -2.502 4.205 3.318
H -0.892 2.986 2.941
H -2.191 2.445 2.036
H -0.585 4.925 1.526
H -2.206 4.763 0.759
H 0.185 3.725 -0.041
H -2.705 3.622 4.054
C -2.421 4.699 -3.717
C -2.824 4.684 -2.167
O -4.074 5.241 -1.976
O -3.302 3.942 -4.525
H -1.466 4.173 -3.714
H -2.308 5.689 -4.158
H -2.129 5.325 -1.625
H -2.803 3.655 -1.809
H -4.667 4.559 -2.301
H -3.450 3.052 -4.197
C -7.343 2.495 1.214
C -6.603 2.965 0.047
O -7.461 3.404 -0.984
O -8.366 1.593 0.939
H -7.838 3.326 1.716
H -6.716 2.027 1.974
H -6.036 2.126 -0.357
H -5.902 3.767 0.281
H -7.930 2.633 -1.310
H -9.158 2.131 0.865
C 2.388 4.785 -3.424
C 1.871 3.699 -2.348
O 1.938 4.281 -1.069
O 3.728 5.070 -3.239
H 1.782 5.684 -3.310
H 2.199 4.547 -4.471
H 2.423 2.765 -2.458
H 0.806 3.530 -2.507
H 2.143 3.580 -0.446
H 3.665 5.500 -2.382
C 1.998 3.796 3.887
C 1.556 4.755 5.015
O 2.571 5.661 5.392
O 2.015 4.491 2.675
H 1.436 2.863 3.829
H 3.027 3.513 4.108
H 1.357 4.113 5.873
H 0.719 5.389 4.724
H 3.248 5.240 5.926
H 2.530 3.973 2.051
C 3.018 -4.723 6.859
C 2.368 -3.326 6.801
O 2.591 -2.660 5.572
O 2.463 -5.601 5.955
H 2.934 -5.213 7.829
H 4.094 -4.682 6.694
H 2.805 -2.660 7.545
H 1.302 -3.384 7.022
H 1.748 -2.620 5.114
H 2.543 -5.179 5.096
C -0.541 1.591 -8.038
C -0.462 2.126 -6.576
O 0.705 2.866 -6.353
O -1.721 0.770 -8.183
H 0.356 1.005 -8.238
H -0.588 2.507 -8.627
H -0.589 1.390 -5.783
H -1.297 2.772 -6.304
H 0.462 3.795 -6.330
H -2.493 1.327 -8.301
C 0.738 -4.192 -4.523
C -0.177 -3.216 -3.736
O -0.969 -2.497 -4.684
O 1.731 -3.537 -5.235
H 0.250 -4.792 -5.290
H 1.188 -4.891 -3.817
H 0.446 -2.553 -3.136
H -0.860 -3.653 -3.007
H -0.425 -2.205 -5.419
H 2.501 -4.104 -5.318
C 3.821 0.807 -0.392
C 3.560 2.064 0.498
O 2.132 2.313 0.582
O 3.611 -0.360 0.307
H 4.853 0.720 -0.730
H 3.219 0.724 -1.297
H 4.038 2.936 0.053
H 4.073 1.845 1.435
H 1.768 1.438 0.729
H 2.681 -0.484 0.512
C -3.453 0.578 -4.516
C -4.890 0.341 -5.064
O -5.274 1.604 -5.554
O -3.490 1.430 -3.395
H -2.768 1.011 -5.245
H -2.986 -0.386 -4.311
H -5.500 -0.121 -4.288
H -4.868 -0.365 -5.894
H -5.428 2.221 -4.835
H -2.672 1.303 -2.909
C -4.296 -0.282 -0.877
C -4.413 0.129 0.605
O -3.410 -0.602 1.444
O -5.051 -1.435 -1.154
H -3.272 -0.444 -1.214
H -4.810 0.512 -1.418
H -5.402 0.137 1.064
H -4.075 1.155 0.744
H -3.547 -1.551 1.415
H -5.990 -1.276 -1.273
C 5.927 -4.650 4.105
C 5.041 -4.535 2.821
O 3.754 -4.362 3.291
O 6.085 -3.397 4.713
H 6.969 -4.910 3.919
H 5.609 -5.431 4.795
H 5.207 -5.440 2.236
H 5.444 -3.678 2.279
H 3.816 -3.568 3.828
H 6.359 -3.615 5.607
C 2.781 0.368 -5.249
C 3.481 -0.398 -4.142
O 4.772 0.194 -3.850
O 2.616 1.696 -4.854
H 1.813 -0.076 -5.485
H 3.393 0.362 -6.151
H 3.713 -1.421 -4.437
H 2.813 -0.526 -3.290
H 4.435 1.012 -3.477
H 1.914 2.073 -5.389
C -0.497 -0.897 4.233
C -0.616 -2.371 3.863
O 0.100 -3.166 4.757
O 0.855 -0.463 4.161
H -0.815 -0.826 5.273
H -1.139 -0.252 3.633
H -0.228 -2.602 2.871
H -1.657 -2.687 3.794
H 0.500 -3.948 4.370
H 0.937 0.277 4.768
*
```

Energy relative to the best compared isomer or geometry (same formula, charge and spin)   108.3 kcal/mol
Frontier orbital gap   9.3 eV